Here is one molecule with the formula C2H6N2O at a distorted geometry from OMol25. Energies are from the ωB97M-V functional and the def2-TZVPD basis.

The molecular weight comes out at 74.083 g/mol. The value obtained for the HOMO energy (spin up / spin down) is -7.14 / -6.52 eV. The frontier orbital gap (spin up / spin down) is 8.1 / 7.4 eV. Its energy is -264.3548 Eh. For the energy above the lowest of the compared OMol25 structures with the same formula, charge and spin, the calculation gives 145.9 kcal per mole.

Element x y z (Å)
O -1.1276 0.3817 -0.0837
N 1.2093 0.8139 0.1753
N 2.3362 -0.0564 -0.2495
C -2.4583 0.2016 -0.0851
C 0.0324 0.0096 0.3831
H 1.9199 -0.5653 -0.9784
H 2.7096 -0.4502 0.5276
H -2.9577 0.7128 -0.8459
H 1.0947 1.6606 -0.3505
H -2.8946 -0.5914 0.5904
H 0.2434 -0.8924 1.0222

Calculated atomic charges, method Mulliken, unit e: -0.2969 -0.2388 -0.5272 -0.4211 -0.1088 0.2847 0.2524 0.2880 0.2582 0.2081 0.3015


Here is C50H43BFN6NiO3P2Te as an isolated structure at a distorted geometry from OMol25. Energies are from the ωB97M-V functional and the def2-TZVPD basis.

The molecular weight comes out at 1053.984 g/mol. The value obtained for the HOMO energy (spin up / spin down) is -4.57 / -4.96 eV. Its total charge is -1. The frontier orbital gap (spin up / spin down) is 6.6 / 7.0 eV. Its energy is -5069.3649 Eh. Its expectation value of S² is 2.0086. The spin multiplicity is 3. For the energy above the lowest of the compared OMol25 structures with the same formula, charge and spin, the calculation gives 0.0 kcal per mole.

Element x y z (Å)
Te 2.7228 -1.7256 3.7688
Ni 0.4740 0.0967 -0.2663
P 0.9254 -1.8626 0.8759
P 1.8915 0.6138 1.5583
F 1.9863 5.6168 -3.9489
O -3.3772 1.3164 0.9027
O -1.3009 0.5631 0.7677
O 0.3888 2.0588 -0.9098
N 1.9065 -0.2350 -2.9870
N -0.7436 -0.7471 -1.7798
N 2.0463 -0.1332 -1.6661
N -0.5315 -0.7668 -3.0918
N 7.2581 -3.5088 2.7956
N -2.7120 4.6839 -1.2455
C 4.6864 -2.5114 3.3142
C 1.6568 -3.1120 -0.2312
C -1.8507 -3.2920 3.5189
C 7.0720 -2.4455 3.5634
C 3.4418 1.5867 1.5593
C 0.8517 5.3784 -3.2517
C 1.3970 2.5387 3.6065
C -3.8574 5.5679 -1.3872
C 4.8825 -3.6404 2.5278
C -1.8567 -1.4314 -1.5339
C 6.1744 -4.0822 2.2907
C -0.1402 6.3495 -3.2747
C 3.3363 -0.2875 -1.3825
C 1.0900 1.2989 3.0505
C -1.2731 -4.4719 3.9602
C -0.4923 3.9977 -1.8488
C -0.6613 1.0183 4.6915
C -2.2172 1.3763 0.4915
C -1.5356 4.9389 -1.9124
C -4.7147 5.1231 -2.5734
C -1.2318 -2.5462 2.5304
C -0.6048 2.7824 -1.0291
C -0.3604 2.2592 5.2319
C 2.3103 -1.1187 1.7516
C 5.7349 3.1518 1.3819
C 5.7234 2.0184 2.1796
C 4.6040 3.4964 0.6578
C 3.4679 2.7120 0.7386
C 3.5254 -4.1267 -1.3510
C 4.5818 1.2411 2.2714
C 0.5473 -4.1621 2.4302
C -2.3879 -1.9027 -2.7310
C 0.6700 3.0108 4.6880
C -1.5054 -1.4530 -3.6968
C 2.6581 -4.8360 -2.1644
C 5.8258 -1.9146 3.8463
C -2.8495 3.5268 -0.5526
C -1.3379 6.1355 -2.6235
C -0.0842 -4.9144 3.4023
C -1.8850 2.5882 -0.4041
C 3.0262 -3.2628 -0.3932
C 4.0550 -0.5021 -2.5525
C 1.2868 -4.6751 -2.0216
C -0.0171 -2.9657 1.9928
C 0.7884 -3.8177 -1.0606
C 0.7036 4.2186 -2.5374
C -3.3800 7.0146 -1.5100
C 0.0591 0.5492 3.6109
C 3.0971 -0.4599 -3.5477
C -2.4187 7.1777 -2.6817
B 0.6017 0.0177 -3.7708
H 0.7489 -0.4051 -4.8822
H -2.2310 -1.5345 -0.5312
H -4.1142 5.0776 -3.4777
H 6.6126 1.7296 2.7254
H -1.7482 -5.0485 4.7405
H 1.4752 3.4649 -2.4882
H -2.7832 -2.9517 3.9495
H 2.2054 3.1315 3.1970
H -1.5190 -1.5862 -4.7619
H -4.2462 7.6693 -1.6233
H -2.8622 7.2966 -0.5887
H -4.4532 5.4752 -0.4720
H 3.6911 -0.2382 -0.3703
H 4.5948 -4.2412 -1.4636
H -0.1842 -0.4047 3.1678
H 3.1987 -0.5784 -4.6080
H -2.9517 7.0937 -3.6337
H 3.0511 -5.5089 -2.9140
H -1.4618 0.4202 5.1066
H 2.5861 2.9465 0.1550
H 6.3593 -4.9587 1.6793
H 0.3501 1.1946 -3.7517
H -0.9233 2.6402 6.0758
H 0.3597 -5.8411 3.7381
H -3.2742 -2.4916 -2.8613
H -3.7946 3.3549 -0.0541
H -5.1214 4.1324 -2.3851
H 0.9068 3.9800 5.1105
H 4.5723 0.3639 2.9048
H 1.4764 -4.5000 1.9910
H -0.2796 -3.6611 -0.9584
H 0.6054 -5.2001 -2.6786
H 4.6107 4.3747 0.0263
H -1.9655 8.1710 -2.6550
H -5.5389 5.8163 -2.7238
H 7.9706 -2.0022 3.9788
H 5.7347 -1.0444 4.4811
H 5.1101 -0.6608 -2.6534
H -1.6874 -1.6335 2.1658
H 0.0360 7.2705 -3.8102
H 3.6882 -2.6841 0.2339
H 4.0408 -4.1771 2.1122
H 6.6269 3.7592 1.3145

Results of the Mulliken charge analysis, in e, for atoms 1 through 99: 0.2872 -0.3982 2.0405 1.6517 -0.3885 -0.8641 0.2777 -0.0075 -0.3337 1.1168 1.6517 -0.0200 -0.6596 0.1635 0.0638 0.3568 -0.7615 -0.4504 0.6569 -0.3764 -0.8254 -0.2749 0.1619 -0.5764 -0.4134 -0.4892 -0.5666 0.9638 -0.6521 0.7470 -0.8616 -0.1349 -0.3301 -1.4190 -0.2945 0.6414 -0.6976 -1.7578 -0.6940 -0.4166 -0.6339 -0.4838 -0.9953 -0.0650 -0.7067 -1.3809 -0.6907 -0.4427 -0.5927 -0.2729 -0.4183 0.8128 -0.5962 -0.3130 -0.4257 -1.5223 -0.8817 0.8226 -0.5338 -0.7686 -1.0496 -0.4376 -0.4771 -1.2279 -0.0714 -0.2020 0.5349 0.3724 0.4262 0.3684 0.7145 0.4851 0.3803 0.4493 0.4309 0.3553 0.5102 0.4715 0.4573 0.1012 0.4479 0.3369 0.3761 0.4825 0.2496 0.3901 -0.2138 0.3642 0.4243 0.4534 0.6239 0.3891 0.4166 -0.2211 0.1159 0.4324 0.4137 0.4631 0.4545


Here is one molecule with the formula C3H4O3 from OMol25. Energies are from the ωB97M-V functional and the def2-TZVPD basis.

The molecular weight comes out at 88.062 g/mol. The value obtained for the HOMO energy is -10.22 eV. The frontier orbital gap is 10.9 eV. Its energy is -342.3729 Eh. As for the structure (SMILES): O=C[C@@H]1O[C@@H]1O. For the energy above the lowest of the compared OMol25 structures with the same formula, charge and spin, the calculation gives 52.1 kcal per mole.

Element x y z (Å)
O 0.4197 -0.6957 1.5311
O -1.2539 2.1786 -0.6691
O -0.0123 -1.1469 -0.7382
C -1.0173 1.0720 -0.2496
C 0.1615 0.2804 -0.7221
C 0.8472 -0.6187 0.2206
H -1.6449 0.5804 0.5174
H -0.0988 -1.5087 1.6049
H 1.9079 -0.8359 0.0831
H 0.6909 0.6945 -1.5782

Calculated atomic charges, method Mulliken, unit e: -0.5036 -0.4569 -0.4173 -0.1664 0.1315 0.0183 0.2974 0.3305 0.3827 0.3837


Here is C45H53BrCrN3Si as an isolated structure at a distorted geometry from OMol25. Energies are from the ωB97M-V functional and the def2-TZVPD basis.

The molecular weight comes out at 795.926 g/mol. The value obtained for the HOMO energy (spin up / spin down) is -3.80 / -3.89 eV. Its total charge is -1. The frontier orbital gap (spin up / spin down) is 5.9 / 6.0 eV. Its energy is -5818.9302 Eh. Its expectation value of S² is 6.0461. The spin multiplicity is 5. For the energy above the lowest of the compared OMol25 structures with the same formula, charge and spin, the calculation gives 5.7 kcal per mole.

Element x y z (Å)
Br 2.9813 -0.5563 -0.7017
Cr 0.7598 -0.3969 0.5513
Si -0.1468 -1.9812 -1.1352
N 2.0597 0.3288 2.0943
N 2.2016 -1.6397 3.4073
N 0.1913 -1.8811 2.1976
C -2.0949 1.6980 2.4928
C 0.9488 -3.6169 3.6845
C -1.8393 2.3089 3.8739
C -3.3890 2.3127 1.9231
C -3.0005 -1.4849 -1.3916
C 0.2825 3.5144 0.2741
C 0.1479 -1.8845 -3.0495
C 1.4413 -2.0891 -3.5393
C 0.7197 -1.7360 -5.8089
C 1.7252 -2.0200 -4.8956
C 3.8557 1.9210 2.2506
C 0.8013 -6.0911 -1.4867
C 2.6575 1.4804 1.7363
C -0.5740 -1.5401 -5.3494
C -1.1390 -3.8531 2.6019
C 0.9889 4.8676 0.0864
C -0.6691 3.6424 -2.7236
C -0.0734 5.9486 -0.1952
C 3.8989 -0.0217 3.5994
C 1.6726 -3.9603 0.0351
C -2.5172 -3.6825 -0.6268
C -3.8760 -3.9554 -0.5383
C 2.0660 4.9032 -1.0037
C -0.0786 2.4528 -0.5813
C 1.0840 -2.3706 3.0632
C 1.7032 5.3097 1.3792
C 0.6765 -3.7292 -0.9122
C 2.2070 -5.2260 0.2476
C 1.7605 -6.3018 -0.5040
C -0.0618 2.3648 -2.1077
C 0.2769 -4.8226 -1.6870
C -2.3185 0.1991 2.6535
C -4.8091 -2.9951 -0.9023
C -0.1700 -4.3807 3.4469
C -0.9738 1.2345 -2.5951
C -0.7974 1.4765 0.2130
C 2.6936 -0.4090 3.0066
C 1.3340 2.0698 -2.6961
C -0.8483 -1.6146 -3.9901
C -0.9134 -2.6302 2.0216
C -2.0347 -2.4442 -1.0658
C -0.2744 3.2230 1.5556
C -4.3614 -1.7535 -1.3279
C 4.4946 1.1567 3.2153
C -0.9759 2.0319 1.5245
H -0.6421 0.2754 -2.2053
H 2.8246 -2.1269 4.0257
H 2.9752 -5.3710 1.0000
H -3.2225 0.0056 3.2400
H 4.3033 2.8363 1.8940
H -1.5695 0.8458 -0.2177
H -2.0623 -4.3789 2.4035
H -1.8455 3.3990 3.8240
H 1.3926 2.4130 -3.7352
H 0.3850 6.9408 -0.2796
H -1.3704 -1.3203 -6.0520
H -4.2242 2.1776 2.6192
H 1.5259 0.9954 -2.6832
H 2.4935 5.9091 -1.0612
H -5.8703 -3.2085 -0.8560
H 2.8742 4.2069 -0.7662
H -0.9013 3.4697 -3.7788
H -0.0050 4.5007 -2.6716
H -2.0129 1.4123 -2.3046
H -2.4441 -0.2714 1.6754
H -2.6869 -0.4920 -1.6935
H -3.2474 3.3797 1.7425
H -0.2892 -5.3479 3.9154
H 2.7403 -2.1817 -5.2406
H 4.3620 -0.6689 4.3344
H -0.7914 5.9698 0.6266
H 5.4410 1.4624 3.6406
H 0.4609 -6.9199 -2.0977
H -2.6194 1.9991 4.5756
H -1.5972 3.8945 -2.2058
H 0.9990 5.5539 2.1743
H 0.9399 -1.6699 -6.8682
H -1.8708 -1.4708 -3.6627
H -1.6626 -2.2036 1.3743
H -0.6198 5.7409 -1.1131
H -0.4659 -4.6717 -2.4642
H -4.2108 -4.9265 -0.1886
H -1.4725 -0.2558 3.1639
H 2.1314 2.5393 -2.1295
H -1.8158 -4.4543 -0.3350
H 2.1646 -7.2936 -0.3362
H -0.8709 1.9858 4.2630
H -3.6439 1.8384 0.9733
H -5.0774 -0.9895 -1.6097
H 2.2957 6.2069 1.1772
H 2.1365 2.0476 0.9762
H 2.3676 4.5351 1.7472
H -0.1879 3.8607 2.4243
H 2.0652 -3.1279 0.6057
H -0.9263 1.1792 -3.6857
H 2.2465 -2.2999 -2.8457
H 1.7250 -3.9604 4.3576
H 1.6827 4.6540 -1.9869

Results of the Mulliken charge analysis, in e, for atoms 1 through 99: -0.5242 -0.2568 3.5152 1.0298 0.2528 1.5451 2.2640 -0.7652 -2.1548 -1.7550 -0.1477 0.0171 0.5953 -0.2424 -0.6527 -0.6704 -1.3178 -0.7124 -0.7692 -0.5751 -1.2943 2.7150 -2.3027 -1.7274 -0.8787 -0.3631 -0.4585 -0.9003 -2.0324 0.2548 0.0318 -1.8568 0.2742 -0.5077 -0.6973 2.4509 -0.1699 -1.5098 -0.7703 -1.0249 -1.2711 -1.0020 0.1257 -1.4358 -0.4221 -0.8876 0.5191 -0.4454 -0.7595 -0.7371 0.4372 -1.4498 0.1842 0.4154 0.5683 0.5469 0.0998 0.5404 0.3806 0.5155 0.4889 0.3907 0.4912 -0.1450 0.5481 0.3518 0.2334 0.5200 0.4240 0.4082 -0.2903 -0.0198 0.2989 0.4068 0.4141 0.4282 0.2758 0.4035 0.4013 0.4675 0.3193 0.3454 0.3541 0.3004 0.7507 0.2567 0.4048 0.4326 0.3137 0.0308 0.5837 0.3601 0.2757 0.2674 0.4573 0.4942 0.6645 0.2369 0.0872